C46H61F5LaN4O13Si2Te | the ωB97M-V functional and the def2-TZVPD basis

Positions of all 133 atoms, in Å:
La1 2.03 -0.56 -0.42
O1 4.23 2.76 -2.66
C1 3.92 1.60 -2.32
O2 3.10 1.31 -1.38
C2 4.63 0.46 -3.04
C3 5.05 0.67 -4.35
C4 5.43 -0.35 -5.19
C5 5.67 -1.63 -4.71
C6 5.49 -1.78 -3.35
C7 4.65 -0.95 -2.62
O3 3.81 -1.39 -1.74
N1 6.13 -2.88 -2.69
O4 6.82 -3.66 -3.38
O5 6.07 -2.98 -1.42
N2 5.44 -0.11 -6.63
O6 5.38 1.06 -7.10
O7 5.59 -1.13 -7.33
H1 5.08 1.68 -4.79
H2 6.15 -2.39 -5.33
C8 4.20 -4.93 0.52
Si1 2.92 -5.41 -0.74
C9 2.75 -7.28 -0.59
C10 3.47 -5.08 -2.46
C11 1.29 -4.51 -0.35
C12 1.25 -3.78 0.87
C13 0.41 -4.09 2.00
C14 0.54 -3.40 3.19
C15 1.66 -2.50 3.41
C16 2.46 -2.29 2.32
N3 2.14 -2.75 1.06
Si2 -0.18 -4.53 -1.37
C17 -1.51 -3.45 -0.59
C18 0.03 -3.91 -3.10
C19 -0.88 -6.27 -1.63
H3 5.09 -5.41 0.17
H4 3.95 -5.17 1.56
H5 4.40 -3.88 0.42
H6 3.70 -7.76 -0.22
H7 2.47 -7.68 -1.57
H8 1.95 -7.51 0.16
H9 3.24 -4.08 -2.77
H10 2.98 -5.67 -3.23
H11 4.56 -5.31 -2.54
H12 -0.40 -4.78 1.84
H13 -0.14 -3.54 4.04
H14 1.90 -2.00 4.31
H15 3.39 -1.68 2.37
H16 -1.15 -2.42 -0.38
H17 -1.93 -3.84 0.31
H18 -2.35 -3.31 -1.30
H19 0.68 -4.52 -3.73
H20 0.18 -2.84 -3.18
H21 -0.96 -4.09 -3.57
H22 -1.62 -6.66 -0.88
H23 0.01 -6.94 -1.66
H24 -1.31 -6.26 -2.62
O8 2.67 1.21 1.21
H25 2.88 0.99 2.13
H26 3.12 2.11 1.07
O9 0.80 -0.34 -2.78
H27 -0.05 0.13 -2.68
H28 1.11 -0.19 -3.68
O10 3.60 4.74 -1.19
H29 3.96 3.97 -1.72
H30 2.84 5.04 -1.74
O11 -0.18 -0.17 0.35
H31 -0.94 1.26 -0.28
H32 -0.70 -0.37 1.13
O12 3.93 3.43 1.26
H33 3.81 3.99 0.39
H34 3.34 3.91 1.92
F1 6.38 -1.50 0.83
C20 5.98 -0.17 1.04
F2 6.71 0.65 0.22
C21 6.19 0.18 2.51
F3 7.46 0.52 2.85
F4 5.80 -0.82 3.39
F5 5.49 1.26 2.85
C22 -3.96 6.01 6.40
C23 -3.85 5.34 5.04
C24 -4.94 4.69 4.45
C25 -4.81 4.10 3.21
C26 -6.04 3.42 2.56
C27 -3.58 4.17 2.49
Te1 -3.17 3.08 0.56
N4 -1.58 1.97 -0.69
C28 -1.90 1.89 -2.00
O13 -1.57 0.85 -2.75
C29 -2.66 2.92 -2.72
C30 -3.47 2.62 -3.83
C31 -4.03 3.63 -4.57
C32 -3.88 4.94 -4.21
C33 -3.07 5.23 -3.15
C34 -2.57 4.24 -2.32
C35 -4.22 1.31 1.37
C36 -3.69 0.60 2.44
C37 -2.46 1.07 3.15
C38 -4.30 -0.52 2.98
C39 -5.43 -1.08 2.37
C40 -6.07 -2.32 2.98
C41 -5.89 -0.44 1.25
C42 -5.36 0.76 0.73
C43 -6.02 1.45 -0.43
C44 -2.50 4.87 3.03
C45 -1.22 5.14 2.33
C46 -2.65 5.46 4.31
H35 -3.07 6.64 6.48
H36 -3.83 5.30 7.23
H37 -4.85 6.64 6.50
H38 -5.88 4.71 5.00
H39 -6.91 4.07 2.84
H40 -6.18 2.37 2.78
H41 -6.07 3.58 1.48
H42 -3.59 1.58 -4.19
H43 -4.62 3.36 -5.47
H44 -4.38 5.73 -4.81
H45 -2.89 6.25 -2.93
H46 -1.92 4.53 -1.50
H47 -1.54 1.07 2.51
H48 -2.30 0.34 3.99
H49 -2.65 2.09 3.57
H50 -3.90 -0.96 3.89
H51 -5.90 -2.48 4.01
H52 -5.79 -3.27 2.42
H53 -7.22 -2.31 2.94
H54 -6.63 -0.92 0.59
H55 -7.10 1.31 -0.47
H56 -5.73 1.05 -1.42
H57 -5.76 2.49 -0.47
H58 -1.04 6.18 2.12
H59 -1.18 4.55 1.38
H60 -0.37 4.78 2.96
H61 -1.86 5.90 4.87

Results
Spin multiplicity   2
Relative energy (zero: lowest compared OMol25 entry of this formula, charge and spin)   52.3 kcal/mol
Frontier orbital gap (spin up / spin down)   3.433 / 2.287 eV
Total charge   -2

These are the Löwdin partial charges, in e, on atoms 1 to 2: 2.149, 0.008